81
Properties=species:S:1:pos:R:3:forces:R:3:mulliken_charge:R:1 method="wB97M-V/def2-TZVPD" e_above_lowest_kcal_mol=55.21 e_homo_ev="-7.054 / -7.054" gap_ev="5.8075 / 5.8076" energy_ha=-10269.3939 fmax_ev_per_a=0.96
W -0.14444 -1.19386 0.58120 0.845 0.293 -0.343 0.535
Se 1.30964 1.00229 0.43468 -0.474 -0.147 0.414 -0.124
P 0.68277 2.35622 -1.24090 0.036 -0.137 -0.196 0.470
Se 0.20672 -1.63140 -1.61960 -0.163 0.020 0.415 -0.117
C 2.03962 2.04314 -2.43510 -0.063 -0.035 0.001 0.474
C 1.70133 1.41110 -3.62807 -0.002 -0.018 0.005 -0.227
C 2.67899 1.09743 -4.56532 0.018 -0.002 -0.006 -0.641
C 4.00241 1.41939 -4.31443 -0.014 -0.006 0.001 -0.448
C 4.35006 2.05044 -3.12385 -0.004 0.005 0.013 -0.685
C 3.37646 2.35769 -2.18980 0.025 -0.001 -0.011 -0.376
C 1.21356 3.97727 -0.55569 0.087 -0.037 -0.021 -0.081
C 1.53155 4.98562 -1.46911 -0.003 -0.002 0.000 -0.644
C 1.82034 6.26868 -1.03428 -0.003 0.012 0.017 -0.616
C 1.79123 6.56835 0.32205 0.000 -0.003 -0.024 -0.453
C 1.46648 5.57710 1.23420 -0.006 -0.029 0.004 -0.788
C 1.17653 4.28939 0.80027 0.002 0.024 0.005 -0.149
H 0.66572 1.15586 -3.82385 -0.006 0.016 0.004 0.262
H 2.40325 0.60447 -5.48873 0.002 -0.001 0.001 0.415
H 4.76677 1.18003 -5.04260 -0.001 0.000 -0.001 0.384
H 5.38487 2.29967 -2.92566 0.000 0.000 0.000 0.404
H 3.65135 2.84541 -1.26195 -0.001 0.001 0.000 0.415
H 1.55960 4.76405 -2.53011 0.006 -0.001 0.007 0.417
H 2.06958 7.03602 -1.75611 0.001 0.002 0.001 0.391
H 2.02005 7.56965 0.66333 -0.003 0.001 -0.002 0.372
H 1.43753 5.80100 2.29303 0.001 0.003 -0.001 0.414
H 0.91950 3.52437 1.52169 0.001 0.000 0.005 0.427
O -1.78373 -2.10835 1.78847 0.050 0.139 -0.460 -0.831
C -0.89827 -2.92111 2.19997 0.011 0.256 -0.067 0.726
O -0.02819 -3.28382 1.34758 0.120 0.474 -0.099 -0.571
C -0.65630 -3.04403 3.64578 -0.022 0.038 0.088 -0.425
C -0.87300 -4.14979 4.44798 -0.050 0.015 -0.020 -0.263
C -0.57780 -4.07256 5.80008 0.001 -0.008 0.006 -0.675
C -0.06077 -2.89261 6.32092 -0.001 0.036 -0.029 -0.558
C 0.18333 -1.79773 5.50548 -0.006 -0.068 0.049 -0.692
C -0.10487 -1.85084 4.14261 0.128 -0.025 0.038 0.523
S 0.27651 -0.46748 3.10387 -0.065 -0.148 -0.404 -0.261
H -1.27678 -5.05779 4.01862 -0.008 -0.001 0.012 0.475
H -0.74893 -4.92539 6.44275 -0.005 0.003 -0.001 0.406
H 0.16516 -2.82518 7.37756 0.003 -0.007 -0.001 0.391
H 0.60596 -0.89172 5.92035 0.010 0.003 -0.013 0.436
C -4.72816 2.16526 -0.51983 -0.014 0.079 -0.004 -1.292
Si -2.90221 2.24702 -0.94035 0.338 -0.170 0.024 0.792
C -2.24741 3.76595 -0.06696 -0.032 0.077 -0.043 -1.084
C -2.69096 2.38594 -2.79714 -0.100 0.050 0.020 -0.863
As -2.11387 0.33811 0.25694 -0.338 -0.313 0.546 0.500
Si -3.45147 -1.40649 -0.69108 -0.317 0.204 -0.097 0.882
C -2.90547 -3.21249 -0.80875 0.049 0.089 -0.058 -0.982
C -5.03490 -1.40677 0.32162 -0.012 -0.065 0.007 -1.216
C -3.81102 -0.90974 -2.47237 -0.038 -0.147 0.010 -1.143
H -5.16156 3.11600 -0.84701 -0.045 -0.017 -0.007 0.438
H -4.88071 2.08653 0.55786 0.023 -0.005 -0.001 0.295
H -5.27913 1.36326 -1.00617 0.008 -0.057 -0.027 0.340
H -3.01897 4.54015 -0.12343 0.004 0.007 0.014 0.512
H -1.34600 4.16456 -0.52878 -0.047 0.012 0.014 0.206
H -2.03803 3.58228 0.98801 -0.011 -0.042 -0.006 0.296
H -2.97092 3.40227 -3.09325 0.008 -0.003 0.003 0.392
H -3.32394 1.68955 -3.34691 0.053 0.061 0.031 0.405
H -1.65655 2.22629 -3.08686 0.083 -0.012 -0.036 0.037
H -2.02905 -3.50537 -0.23995 -0.033 -0.016 0.039 0.178
H -2.71549 -3.45616 -1.85613 -0.004 -0.009 0.000 0.320
H -3.75410 -3.81098 -0.46632 0.021 -0.046 -0.019 0.429
H -4.86294 -1.98316 1.23399 -0.005 0.025 0.013 0.302
H -5.84246 -1.88960 -0.23755 0.011 -0.026 0.015 0.344
H -5.36831 -0.41305 0.61833 0.039 0.006 -0.046 0.298
H -2.89244 -0.88755 -3.06461 0.016 0.014 0.024 0.264
H -4.30015 0.05633 -2.56752 -0.050 -0.016 0.045 0.197
H -4.47179 -1.66193 -2.91558 0.022 -0.012 -0.005 0.443
S 4.48016 -2.00050 2.05469 0.026 0.015 0.016 -0.280
C 2.99392 -1.24487 1.70903 0.022 0.101 -0.188 -0.188
N 2.20114 -1.84723 0.87825 -0.165 -0.427 0.373 0.432
C 2.76236 -3.07519 0.47976 0.065 -0.016 -0.089 -0.145
C 2.20132 -4.05050 -0.35047 -0.024 0.029 0.016 -0.241
C 2.92384 -5.18977 -0.62925 -0.007 0.007 -0.007 -1.067
C 4.20061 -5.39783 -0.09604 0.008 0.004 0.012 -0.508
C 4.76472 -4.46058 0.73969 0.004 -0.033 -0.012 -0.471
C 4.03111 -3.31069 1.01959 -0.006 0.033 -0.014 0.731
H 2.74892 -0.30200 2.17040 0.000 -0.010 0.042 0.331
H 1.21039 -3.91836 -0.75091 0.006 -0.051 0.009 0.226
H 2.48913 -5.94472 -1.27090 -0.012 0.007 0.001 0.401
H 4.74178 -6.30388 -0.33340 0.006 0.004 0.001 0.383
H 5.74484 -4.61101 1.17205 -0.001 0.004 0.001 0.392